(1)
46
Properties=species:S:1:pos:R:3:lowdin_charge:R:1 method="wB97M-V/def2-TZVPD" energy_ha=-1431.93885 e_homo_ev=-9.00 orbital_gap_ev=9.3114 max_force_ev_per_a=18.37
C -6.256 0.139 0.143 0.0056
C -4.795 0.434 -0.539 -0.5031
O -4.543 0.455 -1.741 0.0512
N -3.984 0.780 0.396 0.1170
C -2.668 0.965 0.119 -0.2761
C -2.152 1.225 -0.926 -0.0692
C -0.841 1.492 -0.889 -0.1135
C -0.030 1.787 -0.024 -0.3097
S 1.750 1.969 -0.120 0.8426
O 2.090 3.101 1.130 -0.4287
O 2.033 2.557 -1.467 -0.3068
N 2.335 0.608 0.378 -0.1035
C 3.504 0.225 -0.498 -0.4340
C 4.877 1.224 -0.292 0.0617
C 3.828 -1.103 -0.389 -0.1825
C 2.821 -2.085 -1.047 -0.0949
C 1.413 -2.170 -0.360 -0.2472
C 0.298 -1.542 -1.129 0.0679
C -1.064 -1.700 -0.384 -0.0450
C -1.069 -1.919 0.936 -0.1956
C 0.039 -2.038 1.566 -0.1176
C 1.235 -2.239 0.880 -0.1455
C -0.643 1.643 1.247 -0.0824
C -1.893 1.261 1.421 0.0358
H -6.285 -0.836 0.781 0.1007
H -7.099 -0.063 -0.813 0.1589
H -6.535 0.944 0.576 -0.0385
H -4.461 0.756 1.410 0.2242
H -2.826 1.268 -1.631 0.0872
H -0.183 1.685 -1.845 0.1732
H 2.635 0.364 1.289 0.1187
H 3.114 0.641 -1.505 0.1493
H 5.559 0.954 -0.797 -0.0631
H 4.470 2.167 -0.387 0.0243
H 4.983 0.996 0.943 0.1604
H 3.917 -1.404 0.784 0.1664
H 4.767 -1.257 -1.209 0.2019
H 2.623 -1.850 -1.830 -0.0491
H 3.052 -3.104 -0.947 0.1157
H 0.370 -1.522 -2.331 0.1524
H -1.822 -1.267 -1.055 0.0979
H -2.107 -1.918 1.341 0.1335
H -0.080 -2.453 2.657 0.1535
H 2.168 -2.418 1.619 0.1617
H -0.093 1.861 2.123 0.1028
H -2.456 1.388 2.418 0.1417



(2)
19
Properties=species:S:1:pos:R:3:lowdin_charge:R:1 method="wB97M-V/def2-TZVPD" energy_ha=-398.50689 e_homo_ev=-8.63 orbital_gap_ev=9.3999 max_force_ev_per_a=2.82
C -0.310 -2.263 -0.367 -0.1727
N -1.394 -1.346 -0.274 -0.1189
C -1.368 -0.313 0.744 -0.2320
C -0.061 0.430 0.877 -0.1731
N -0.096 1.579 -0.018 0.0704
C 0.975 2.104 -0.674 -0.6259
N 2.227 1.560 -0.495 0.1580
O 0.854 3.104 -1.375 0.0131
H 0.590 -1.886 -0.873 0.0666
H 0.333 -2.543 0.500 0.0793
H -0.663 -3.221 -0.725 0.0792
H -2.285 -1.730 -0.521 0.1040
H -1.678 -0.776 1.704 0.1132
H -2.273 0.287 0.664 0.1138
H 0.152 0.791 1.884 0.1228
H 0.739 -0.270 0.640 0.0852
H -0.963 1.956 -0.359 0.1403
H 2.886 1.920 -1.163 0.1026
H 2.338 0.617 -0.171 0.0741